Density functional theory data (wB97M-V/def2-TZVPD) for an isolated molecule of C19H21F3N4OS.

Properties
energy relative to the best compared isomer or geometry (same formula, charge and spin): 74.0 kJ/mol
F_max: 2.51 eV Å⁻¹
orbital gap: 8.8 eV
structure (SMILES): CC(C)C[C@H](N[C@@H](c1ccc(-c2nccs2)cc1)C(F)(F)F)C(=O)NCC#N

Element x y z (Å)
1 N -2.98 -3.50 -1.86
2 O -1.20 1.57 -1.02
3 F 3.41 1.41 1.26
4 F 3.90 -0.64 1.76
5 F 2.99 0.65 3.25
6 C -2.52 -2.44 -1.83
7 N 0.89 -3.89 -3.76
8 S 1.15 -1.73 -5.06
9 C -1.15 0.69 -0.22
10 C 1.19 -2.63 -3.63
11 C 0.51 -4.18 -5.09
12 C 0.56 -3.13 -5.94
13 C 1.19 -2.71 -1.15
14 C 1.81 -0.68 -2.21
15 C 1.27 -2.09 0.11
16 C 1.97 -0.08 -0.95
17 C 1.42 -2.00 -2.33
18 C 1.62 -0.77 0.20
19 N -1.50 -0.62 -0.58
20 N 0.63 1.14 1.53
21 C -2.08 -1.03 -1.90
22 C -2.55 3.71 3.52
23 C -0.16 3.02 3.73
24 C -1.52 2.56 3.27
25 C -1.49 2.34 1.74
26 C 3.02 0.34 1.95
27 C -0.81 1.04 1.27
28 C 1.55 -0.05 1.56
29 H 0.26 -5.17 -5.42
30 H 0.30 -3.13 -7.02
31 H 0.85 -3.72 -1.19
32 H 2.01 -0.03 -3.08
33 H 0.98 -2.63 0.97
34 H 2.27 0.97 -0.93
35 H -1.40 -1.33 0.13
36 H 1.01 1.89 0.92
37 H -1.31 -0.91 -2.67
38 H -2.88 -0.32 -2.20
39 H -2.45 4.54 2.80
40 H -2.47 4.14 4.51
41 H -3.56 3.28 3.41
42 H -0.26 3.65 4.61
43 H 0.39 3.59 2.93
44 H 0.49 2.14 4.03
45 H -1.79 1.68 3.80
46 H -1.01 3.19 1.27
47 H -2.49 2.41 1.33
48 H -1.21 0.21 1.87
49 H 1.16 -0.74 2.30